{
  "formula": "C34H38MgN3O4S5",
  "method": "ωB97M-V with the def2-TZVPD basis set",
  "e_homo_ha": -0.3864,
  "molar_mass_g_mol": 737.34,
  "total_charge": 1,
  "de_lowest_kj_mol": 183.2,
  "elements": ["Mg", "C", "C", "S", "C", "C", "S", "C", "C", "S", "H", "H", "H", "H", "H", "H", "H", "H", "H", "H", "H", "H", "N", "C", "C", "C", "C", "C", "C", "N", "C", "C", "C", "S", "C", "N", "H", "H", "H", "H", "H", "H", "H", "O", "C", "C", "O", "O", "C", "C", "C", "C", "C", "C", "C", "C", "C", "C", "C", "C", "H", "H", "H", "H", "H", "H", "H", "H", "H", "H", "H", "O", "S", "C", "C", "C", "C", "H", "H", "H", "H", "H", "H", "H", "H"],
  "xyz": [[-0.511968, -0.659009, -0.378827], [-3.141349, -0.236629, 2.862435], [-2.195620, -1.193855, 3.463270], [-0.983816, -1.760622, 2.194774], [-1.564988, -3.338942, 1.681225], [-2.848586, -3.510575, 0.842516], [-2.554972, -2.431353, -0.633426], [-4.125301, -1.503216, -0.789419], [-4.363871, -0.386728, 0.259621], [-4.509094, -0.944176, 1.985093], [-2.737289, 0.529267, 2.249109], [-3.610523, 0.338633, 3.709229], [-2.632866, -2.161197, 3.789775], [-1.540248, -0.790484, 4.210235], [-1.490603, -4.026849, 2.506091], [-0.780075, -3.733803, 0.929182], [-3.850028, -3.297785, 1.285421], [-2.898680, -4.569778, 0.481186], [-4.977341, -2.157267, -0.752571], [-4.077746, -0.956010, -1.769701], [-5.357856, -0.034179, 0.038628], [-3.598246, 0.432680, 0.188804], [-0.102119, 0.123203, -4.694270], [0.920358, 0.945192, -4.290095], [1.683792, 1.892550, -4.942622], [2.655636, 2.536868, -4.174100], [2.652295, 2.395160, -2.783843], [1.786646, 1.575528, -2.141225], [0.919727, 0.772378, -2.911829], [-0.065281, -0.122409, -2.502286], [-0.539827, -0.599043, -3.625332], [-1.613135, -1.587954, -3.927377], [-2.774067, -1.223240, -4.488406], [-3.744875, -2.596452, -4.756824], [-2.421257, -3.565697, -4.156503], [-1.386895, -2.942283, -3.705742], [-0.236818, -0.147403, -5.664949], [1.564074, 2.066147, -6.020453], [3.230240, 3.295403, -4.703488], [3.435842, 2.888314, -2.174430], [1.875791, 1.353636, -1.082744], [-3.078266, -0.229448, -4.793508], [-2.504280, -4.632936, -4.251847], [0.810710, 0.781789, 0.774684], [0.103047, 2.015799, 1.503616], [-1.317499, 1.980083, 0.800959], [-2.079925, 2.841567, 1.147691], [-1.536115, 0.988384, 0.002197], [0.953311, 3.268162, 1.169530], [2.014100, 3.608377, 1.988596], [2.847959, 4.698874, 1.660299], [2.471262, 5.580796, 0.625802], [1.287336, 5.313734, -0.074029], [0.623472, 4.094578, 0.096409], [0.092504, 1.747351, 3.060659], [-0.808898, 2.490900, 3.901443], [-0.888550, 2.200334, 5.263002], [-0.034234, 1.193817, 5.812884], [0.930507, 0.579134, 5.006076], [0.888774, 0.817301, 3.636311], [1.606338, 0.689138, 1.306148], [2.209186, 2.860344, 2.754886], [3.783102, 4.833659, 2.229235], [3.054099, 6.518773, 0.422533], [0.926884, 5.966199, -0.865526], [-0.329012, 3.891941, -0.437948], [-1.303637, 3.256471, 3.416130], [-1.703710, 2.693402, 5.912717], [-0.135198, 0.911289, 6.865073], [1.548441, -0.216223, 5.345376], [1.543054, 0.248684, 2.961074], [0.983435, -2.085903, -0.529695], [2.400555, -1.782044, -0.068865], [3.333879, -1.724816, -1.609369], [3.398826, -3.199119, -1.999553], [3.799764, -3.993102, -0.751956], [2.998352, -3.436782, 0.423688], [4.320218, -1.350951, -1.461750], [2.667232, -1.122897, -2.352734], [4.114398, -3.381332, -2.773312], [2.394590, -3.502314, -2.387879], [4.887344, -3.863818, -0.467981], [3.634329, -5.027622, -0.904533], [3.558572, -3.287798, 1.319667], [2.044681, -3.901795, 0.717671]],
  "forces_ev_per_a": [[0.14, 0.61, 0.30], [-1.78, 1.38, 1.89], [1.16, -1.88, -1.23], [0.59, 0.53, 0.01], [0.59, -1.80, -1.75], [-0.25, -0.26, -0.35], [-1.08, -0.19, -0.21], [0.76, 1.69, 0.16], [0.93, -0.06, -0.06], [-0.83, -0.38, -0.35], [0.82, 0.49, -0.50], [0.33, -0.46, -0.62], [-0.06, 0.86, 0.19], [-0.02, 0.41, 0.65], [-0.33, -0.36, 0.41], [-0.68, 0.78, 1.29], [1.18, 0.19, -0.13], [0.24, 0.87, 0.20], [-0.14, -0.63, -0.32], [-0.05, -0.84, 0.65], [-0.26, 0.59, -0.18], [-0.85, -0.76, 0.03], [0.44, -0.83, -1.37], [-1.01, 0.02, 0.70], [0.96, 0.02, -0.38], [-1.38, 0.62, -1.13], [1.83, 0.75, 0.30], [-0.57, -1.95, 0.51], [0.66, 1.60, 1.00], [0.55, -1.03, 0.06], [-1.36, 0.64, -0.93], [1.67, 0.05, 1.29], [-0.82, 0.39, -0.40], [0.68, -0.44, 0.00], [-0.75, -0.28, -0.24], [-0.47, 0.79, -0.68], [-0.19, -0.03, 0.45], [0.21, -0.05, 0.54], [0.29, -0.27, 0.45], [-0.67, -0.10, -0.54], [-0.19, 0.54, -0.06], [-0.01, -0.13, 0.25], [0.02, -0.27, 0.33], [-0.65, 1.55, 1.37], [1.08, -1.36, -0.83], [1.18, -1.16, 0.49], [-0.89, 0.73, 0.00], [0.06, 0.50, 0.17], [-1.06, -0.29, -0.12], [0.81, -0.28, -0.75], [-0.10, -0.17, 0.14], [0.09, 0.28, 0.61], [0.43, -0.78, -0.67], [-1.23, 0.56, 0.45], [-2.16, 1.34, -0.71], [2.15, -1.91, 0.19], [-0.67, -0.27, 0.56], [-0.09, 0.57, -0.29], [-1.78, 0.34, -0.05], [1.44, -0.87, -0.59], [0.32, -0.28, -0.30], [0.51, 0.72, 0.29], [-0.65, 0.15, -0.33], [-0.61, -1.16, 0.23], [0.18, 0.09, 0.23], [0.95, 0.20, 0.12], [-1.48, 1.42, -0.54], [1.62, -0.75, -1.10], [0.12, 0.21, -0.37], [0.48, -0.32, 0.55], [-0.11, -0.05, 0.74], [-0.72, 0.42, 0.12], [0.26, 0.13, 0.32], [-2.02, -0.39, -1.43], [-0.76, -0.33, -0.03], [0.82, 1.05, 0.60], [-0.82, 0.59, -0.25], [0.61, 0.78, 0.21], [1.50, -0.74, 1.43], [0.40, 0.05, -0.65], [0.77, 0.02, 0.44], [-1.04, -0.07, -0.71], [-0.18, -1.08, -0.02], [0.56, -0.05, 0.62], [0.39, -0.21, -0.39]]
}